Record 1
ORCA calculation (the ωB97M-V functional and the def2-TZVPD basis) on a single C4H8O2 molecule.

Computed properties:
SMILES	C1COCCO1
total charge	0
LUMO	1.115	eV
highest occupied orbital energy	-9.39	eV
Kohn-Sham gap	10.501	eV

CARTESIAN COORDINATES (ANGSTROEM)
C (0.224, -1.033, -0.939)
C (1.313, -0.389, -0.084)
O (0.808, -0.044, 1.189)
C (-0.212, 0.917, 0.999)
C (-1.318, 0.393, 0.091)
O (-0.779, -0.045, -1.144)
H (0.630, -1.284, -1.923)
H (-0.247, -1.931, -0.508)
H (2.277, -0.886, 0.035)
H (1.571, 0.514, -0.651)
H (-0.597, 1.194, 1.983)
H (0.233, 1.802, 0.515)
H (-1.890, -0.414, 0.580)
H (-2.013, 1.206, -0.142)

In elementary charge units, the Löwdin charges are: atom 1 (C): -0.176, atom 2 (C): -0.195, atom 3 (O): -0.123, atom 4 (C): -0.195, atom 5 (C): -0.190, atom 6 (O): -0.142, atom 7 (H): 0.127, atom 8 (H): 0.130, atom 9 (H): 0.128, atom 10 (H): 0.124, atom 11 (H): 0.129, atom 12 (H): 0.128, atom 13 (H): 0.129, atom 14 (H): 0.128

Record 2
ORCA calculation (the ωB97M-V functional and the def2-TZVPD basis) on 6 unconnected molecules or ions with the total composition C34H33BNO10PS in a non-equilibrium geometry.

Computed properties:
SMILES	O=C1C=CC(=O)C=C1.O=C1C=CC(=O)C=C1.O=C1C=CC(=O)C=C1.O=C1C=CC(=O)C=C1.O=C1C=CC(=O)C=C1.NCCCCB[PH2]=S
total charge	0
LUMO	-2.041	eV
highest occupied orbital energy	-8.25	eV
Kohn-Sham gap	6.213	eV

CARTESIAN COORDINATES (ANGSTROEM)
O (2.473, 5.611, -4.229)
C (2.515, 5.545, -3.009)
C (1.906, 6.590, -2.162)
C (1.956, 6.518, -0.828)
C (2.619, 5.390, -0.144)
O (2.662, 5.324, 1.076)
C (3.228, 4.345, -0.991)
C (3.179, 4.417, -2.325)
H (1.423, 7.410, -2.679)
H (1.515, 7.276, -0.193)
H (3.711, 3.524, -0.474)
H (3.620, 3.659, -2.960)
O (2.116, 1.149, 4.311)
C (3.290, 1.078, 3.973)
C (3.740, 0.099, 2.964)
C (5.022, 0.021, 2.597)
C (6.044, 0.911, 3.183)
O (7.218, 0.840, 2.845)
C (5.595, 1.890, 4.192)
C (4.312, 1.968, 4.559)
H (2.978, -0.546, 2.543)
H (5.369, -0.692, 1.859)
H (6.356, 2.535, 4.613)
H (3.965, 2.681, 5.297)
O (-6.383, -3.607, 2.359)
C (-5.302, -3.035, 2.387)
C (-5.193, -1.587, 2.122)
C (-4.011, -0.964, 2.151)
C (-2.764, -1.696, 2.449)
O (-1.683, -1.124, 2.477)
C (-2.873, -3.144, 2.714)
C (-4.055, -3.767, 2.685)
H (-6.116, -1.064, 1.905)
H (-3.913, 0.098, 1.958)
H (-1.949, -3.667, 2.931)
H (-4.152, -4.829, 2.878)
O (-0.534, -5.711, 1.544)
C (-0.280, -5.403, 0.388)
C (-0.095, -3.993, -0.007)
C (0.181, -3.657, -1.271)
C (0.314, -4.681, -2.326)
O (0.569, -4.372, -3.482)
C (0.129, -6.091, -1.931)
C (-0.146, -6.427, -0.667)
H (-0.195, -3.253, 0.779)
H (0.318, -2.627, -1.577)
H (0.230, -6.830, -2.716)
H (-0.284, -7.457, -0.361)
O (-0.513, -8.331, -8.071)
C (-0.546, -7.117, -7.918)
C (-1.192, -6.236, -8.910)
C (-1.226, -4.911, -8.743)
C (-0.620, -4.271, -7.559)
O (-0.653, -3.057, -7.406)
C (0.027, -5.152, -6.566)
C (0.060, -6.477, -6.733)
H (-1.633, -6.721, -9.773)
H (-1.695, -4.250, -9.462)
H (0.467, -4.667, -5.704)
H (0.529, -7.138, -6.015)
N (-0.340, 1.543, 2.639)
C (-0.017, 2.794, 1.800)
C (-0.120, 4.066, 2.829)
C (-0.678, 5.457, 2.165)
C (-2.295, 5.711, 2.354)
B (-3.243, 4.424, 1.972)
P (-3.801, 3.070, 3.216)
S (-5.633, 2.486, 2.800)
H (0.569, 1.317, 3.098)
H (-0.687, 0.765, 2.028)
H (-0.814, 2.871, 0.917)
H (1.036, 2.626, 1.316)
H (0.994, 4.292, 3.192)
H (-0.702, 3.739, 3.802)
H (-0.351, 5.616, 1.029)
H (-0.144, 6.347, 2.754)
H (-2.498, 6.089, 3.448)
H (-2.577, 6.575, 1.580)
H (-3.573, 4.317, 0.826)
H (-3.828, 3.678, 4.524)
H (-2.926, 1.890, 3.165)

In elementary charge units, the Löwdin charges are: atom 1 (O): 0.105, atom 2 (C): -0.382, atom 3 (C): 0.025, atom 4 (C): 0.014, atom 5 (C): -0.388, atom 6 (O): 0.083, atom 7 (C): 0.020, atom 8 (C): 0.024, atom 9 (H): 0.124, atom 10 (H): 0.122, atom 11 (H): 0.120, atom 12 (H): 0.124, atom 13 (O): 0.078, atom 14 (C): -0.367, atom 15 (C): 0.026, atom 16 (C): 0.024, atom 17 (C): -0.383, atom 18 (O): 0.104, atom 19 (C): 0.026, atom 20 (C): 0.029, atom 21 (H): 0.123, atom 22 (H): 0.123, atom 23 (H): 0.125, atom 24 (H): 0.125, atom 25 (O): 0.104, atom 26 (C): -0.379, atom 27 (C): 0.031, atom 28 (C): 0.014, atom 29 (C): -0.371, atom 30 (O): 0.069, atom 31 (C): 0.018, atom 32 (C): 0.029, atom 33 (H): 0.123, atom 34 (H): 0.074, atom 35 (H): 0.112, atom 36 (H): 0.125, atom 37 (O): 0.097, atom 38 (C): -0.378, atom 39 (C): 0.027, atom 40 (C): 0.030, atom 41 (C): -0.368, atom 42 (O): 0.091, atom 43 (C): 0.027, atom 44 (C): 0.027, atom 45 (H): 0.114, atom 46 (H): 0.125, atom 47 (H): 0.121, atom 48 (H): 0.125, atom 49 (O): 0.094, atom 50 (C): -0.388, atom 51 (C): 0.019, atom 52 (C): 0.020, atom 53 (C): -0.379, atom 54 (O): 0.102, atom 55 (C): 0.024, atom 56 (C): 0.022, atom 57 (H): 0.122, atom 58 (H): 0.122, atom 59 (H): 0.092, atom 60 (H): 0.119, atom 61 (N): -0.046, atom 62 (C): -0.252, atom 63 (C): -0.202, atom 64 (C): -0.221, atom 65 (C): -0.233, atom 66 (B): -0.331, atom 67 (P): 0.305, atom 68 (S): 0.038, atom 69 (H): 0.024, atom 70 (H): 0.041, atom 71 (H): 0.124, atom 72 (H): 0.104, atom 73 (H): 0.111, atom 74 (H): 0.118, atom 75 (H): 0.113, atom 76 (H): 0.121, atom 77 (H): 0.106, atom 78 (H): 0.111, atom 79 (H): 0.039, atom 80 (H): -0.022, atom 81 (H): -0.029

Record 3
ORCA calculation (the ωB97M-V functional and the def2-TZVPD basis) on a single C5H6O molecule.

Computed properties:
SMILES	C=C=C(C)C=O
total charge	0
LUMO	0.590	eV
highest occupied orbital energy	-9.84	eV
Kohn-Sham gap	10.427	eV

CARTESIAN COORDINATES (ANGSTROEM)
C (1.494, -1.761, -0.265)
C (0.652, -0.777, -0.122)
C (-0.230, 0.192, -0.010)
C (-0.083, 1.410, 0.861)
C (-1.474, 0.070, -0.813)
O (-2.357, 0.897, -0.788)
H (1.450, -2.638, 0.376)
H (2.270, -1.730, -1.026)
H (0.844, 1.377, 1.438)
H (-0.090, 2.316, 0.246)
H (-0.933, 1.483, 1.547)
H (-1.542, -0.839, -1.444)

In elementary charge units, the Löwdin charges are: atom 1 (C): 0.034, atom 2 (C): -0.048, atom 3 (C): -0.263, atom 4 (C): -0.046, atom 5 (C): -0.239, atom 6 (O): 0.051, atom 7 (H): 0.066, atom 8 (H): 0.066, atom 9 (H): 0.081, atom 10 (H): 0.087, atom 11 (H): 0.086, atom 12 (H): 0.125